No. 1
85
Properties=species:S:1:pos:R:3:forces:R:3 method="wB97M-V/def2-TZVPD" max_force_ev_per_a=0.39 e_lumo_ev=0.4 energy_ev=-151686.85679 homo_ev=-6.517 total_charge=0
Ca -0.14527 0.70864 -1.05689 -0.1 0.2 0.3
C -2.65994 -1.71493 0.72432 0.0 0.1 0.1
C -2.72878 -0.29877 1.24616 0.0 -0.1 -0.1
C -1.72676 0.19889 2.07354 0.0 0.0 -0.1
C -1.75633 1.50888 2.54474 0.0 0.1 0.0
C -0.63101 2.04558 3.39325 -0.1 0.0 0.0
C -2.83244 2.31770 2.19532 0.0 0.0 0.0
C -3.84918 1.85118 1.36530 -0.1 0.0 0.0
C -5.01448 2.74305 1.01078 0.1 -0.1 0.0
C -3.77726 0.54784 0.88727 0.0 0.0 0.1
H -2.23506 -1.73354 -0.28196 0.0 0.0 0.0
H -3.65450 -2.16032 0.66624 0.0 0.0 0.0
H -2.04054 -2.34021 1.37112 0.0 0.0 0.0
H -0.90174 -0.44882 2.35016 0.0 0.0 0.0
H 0.15790 2.46560 2.76144 0.0 0.0 0.0
H -0.17938 1.25780 3.99809 0.0 0.0 0.0
H -0.97964 2.83593 4.05873 0.0 0.0 0.0
H -2.87908 3.33700 2.56761 0.0 0.0 0.0
H -5.40460 2.50649 0.02064 0.0 0.0 0.0
H -4.72174 3.79375 1.02326 0.0 0.0 0.0
H -5.83044 2.61579 1.72658 0.0 0.0 0.0
H -4.55742 0.17554 0.22941 0.0 0.0 0.0
O 0.48902 -1.46942 -1.85446 -0.2 0.0 -0.1
C -0.43297 -1.16704 -2.66130 -0.1 -0.1 0.0
O -1.53818 -0.69170 -2.24409 0.1 -0.1 -0.3
C -0.11899 -1.12637 -4.12543 0.0 0.0 0.1
C -0.36209 -2.19449 -4.97675 0.0 0.0 0.1
C -0.02782 -2.11262 -6.31916 0.0 0.1 0.0
C 0.55637 -0.94514 -6.79674 0.0 0.0 0.0
C 0.79758 0.12333 -5.94598 0.0 0.0 0.1
C 0.46462 0.06654 -4.58578 0.0 0.0 -0.1
S 0.76426 1.47489 -3.55240 0.1 -0.1 0.0
H -0.81639 -3.09735 -4.58293 0.0 0.0 0.0
H -0.21904 -2.94606 -6.98267 0.0 0.0 0.0
H 0.82398 -0.86364 -7.84368 0.0 0.0 0.0
H 1.24812 1.03211 -6.32514 0.0 0.0 0.0
S -3.76524 3.47747 -2.58670 0.0 0.1 0.0
C -2.65585 2.25111 -2.11788 0.1 0.1 0.1
N -1.83053 2.55946 -1.16526 -0.1 0.0 -0.1
C -2.04047 3.86319 -0.72897 -0.1 -0.1 -0.2
C -1.33064 4.51344 0.27744 0.1 0.0 0.1
C -1.67020 5.80950 0.60042 0.0 0.0 0.0
C -2.71003 6.47062 -0.06661 -0.1 0.0 -0.1
C -3.42047 5.84233 -1.07108 0.0 0.0 0.1
C -3.07337 4.53303 -1.39597 0.0 -0.1 0.0
H -2.64498 1.28222 -2.61197 0.0 0.1 0.0
H -0.53664 3.99067 0.79738 0.0 0.0 0.0
H -1.12719 6.32738 1.38048 0.0 0.0 0.0
H -2.95831 7.48817 0.20550 0.0 0.0 0.0
H -4.22402 6.35083 -1.58839 0.0 0.0 0.0
O 1.13626 0.18442 0.70214 0.2 0.1 0.1
As 2.03594 -1.19118 0.97389 0.0 -0.1 -0.1
C 0.95781 -2.72002 1.40855 0.0 0.1 0.1
C 0.47938 -3.56188 0.40969 0.0 0.0 0.0
C -0.34118 -4.62544 0.75713 0.0 0.0 0.0
C -0.68644 -4.83862 2.08590 0.0 0.0 0.0
C -0.20960 -3.99316 3.08037 0.0 0.0 0.0
C 0.61842 -2.93262 2.74304 0.0 -0.1 -0.1
C 3.10199 -0.86657 2.53661 0.0 0.1 0.0
C 4.01690 -1.80956 2.99424 0.0 0.0 0.0
C 4.75740 -1.54764 4.13715 0.0 0.0 0.0
C 4.57989 -0.34940 4.81883 0.0 0.0 0.0
C 3.66702 0.59012 4.35977 0.0 0.0 0.0
C 2.92453 0.33356 3.21340 0.1 -0.1 0.0
C 3.15238 -1.64038 -0.50786 0.0 0.0 0.0
C 3.68484 -2.91965 -0.61957 0.0 0.0 0.0
C 4.42903 -3.25159 -1.74239 0.0 0.0 0.0
C 4.61976 -2.31152 -2.74816 0.0 0.0 0.0
C 4.08098 -1.03735 -2.63350 0.0 0.0 0.0
C 3.35116 -0.69607 -1.50732 0.0 -0.1 0.1
H 0.72962 -3.36735 -0.62476 0.0 0.0 0.0
H -0.71914 -5.28437 -0.01385 0.0 0.0 0.0
H -1.33263 -5.66705 2.34884 0.0 0.0 0.0
H -0.47985 -4.16019 4.11488 0.0 0.0 0.0
H 1.00618 -2.27959 3.51500 0.0 0.0 0.0
H 4.15264 -2.74289 2.46070 0.0 0.0 0.0
H 5.47308 -2.27605 4.49591 0.0 0.0 0.0
H 5.15836 -0.14654 5.71133 0.0 0.0 0.0
H 3.53322 1.52316 4.89196 0.0 0.0 0.0
H 2.20992 1.05126 2.83214 0.0 0.0 0.0
H 3.49596 -3.66386 0.14570 0.0 0.0 0.0
H 4.84105 -4.24761 -1.84241 0.0 0.0 0.0
H 5.18031 -2.57978 -3.63508 0.0 0.0 0.0
H 4.19769 -0.31566 -3.43113 0.0 0.0 0.0
H 2.90431 0.28558 -1.43817 0.0 0.1 0.0

=====

No. 2
105
Properties=species:S:1:pos:R:3:forces:R:3 method="wB97M-V/def2-TZVPD" max_force_ev_per_a=0.83 e_lumo_ev=-2.5 energy_ev=-186271.02083 homo_ev=-8.625 total_charge=+1
Cd 0.15873 -0.53562 0.34827 0.3 -0.4 0.0
C -1.67790 0.23352 5.59097 -0.1 0.1 0.1
N -0.79530 -0.26758 4.55003 0.0 0.0 -0.1
C 0.02408 -1.35474 4.64859 0.1 -0.1 -0.1
C 0.68994 -1.44035 3.45893 0.1 0.1 0.1
N 0.29728 -0.41831 2.64371 -0.2 0.0 0.4
C -0.60997 0.27249 3.31950 0.1 0.2 0.2
P -1.49913 1.76094 2.74137 0.0 -0.5 -0.1
C -2.48687 0.94232 1.43893 -0.1 0.1 0.0
N -2.09762 -0.02682 0.62750 -0.3 0.1 0.1
C -3.15749 -0.31290 -0.17971 0.0 -0.1 0.0
C -4.20843 0.49760 0.15033 0.0 0.0 -0.1
N -3.77649 1.28832 1.17515 0.2 -0.1 0.0
C -4.56844 2.26953 1.89898 -0.1 0.1 0.2
C -0.16217 2.42182 1.65634 0.3 0.2 -0.3
N 0.07945 1.94113 0.47211 -0.2 -0.1 0.2
C 0.94204 2.91678 -0.17393 -0.2 0.3 -0.1
C 1.48973 3.84366 0.93741 0.3 0.2 -0.2
N 0.56284 3.49450 2.01759 -0.3 0.1 0.0
C 0.47164 4.16857 3.30012 0.0 -0.1 0.1
H -1.72204 -0.48803 6.40127 0.0 0.0 0.0
H -2.68386 0.38026 5.20276 0.0 0.0 0.0
H -1.30665 1.18086 5.98011 0.0 0.0 0.0
H 0.05844 -1.97683 5.52683 0.0 0.1 0.0
H 1.43252 -2.15586 3.14807 -0.1 0.0 0.0
H -3.11233 -1.10252 -0.91254 0.0 0.0 0.0
H -5.20322 0.56977 -0.25492 0.0 0.0 0.1
H -5.51967 2.40889 1.39374 0.0 0.0 -0.1
H -4.04876 3.22462 1.95177 0.0 0.0 -0.1
H -4.76372 1.92642 2.91441 0.0 0.0 0.0
H 1.69788 2.45853 -0.81296 0.0 0.0 0.1
H 2.52082 3.61559 1.23717 0.0 -0.1 0.0
H 0.97735 5.12319 3.22655 0.0 0.1 0.0
H 0.92544 3.57609 4.09989 0.0 0.0 0.0
H -0.57113 4.36447 3.55339 0.0 0.0 0.0
N 2.52567 -0.40146 0.20566 0.2 0.0 -0.1
C 3.07486 -1.12350 -0.96362 0.0 0.1 -0.2
C 2.63234 -0.52606 -2.29923 -0.2 -0.1 0.2
C 1.20587 -0.85562 -2.73402 0.2 0.0 0.0
N 0.18365 -0.14283 -1.93578 0.0 0.0 -0.4
H 2.86636 0.55566 0.20078 0.0 0.0 0.1
H 2.89715 -0.82876 1.04867 0.0 0.1 0.1
H 2.72092 -2.15063 -0.89283 0.0 -0.1 0.0
H 4.16810 -1.13442 -0.93201 0.0 0.0 0.0
H 3.29642 -0.92913 -3.06492 0.0 0.1 0.0
H 2.77986 0.56207 -2.28287 0.1 0.0 -0.1
H 1.02630 -1.92118 -2.60672 0.0 0.0 0.0
H 1.09974 -0.61440 -3.79554 0.0 0.0 0.0
H -0.72987 -0.49301 -2.21086 0.0 0.1 -0.1
H 0.20592 0.84796 -2.15642 -0.1 0.0 0.0
F 2.12315 -3.85867 -2.67308 0.2 0.0 0.0
C 2.99744 -4.65510 -2.03290 -0.1 0.0 0.2
C 2.66990 -5.17192 -0.79304 -0.4 0.3 0.0
C 3.58704 -6.04122 -0.22533 -0.1 0.0 -0.1
F 3.28497 -6.65204 0.92826 0.1 0.0 0.1
C 4.81135 -6.31324 -0.80694 0.0 0.0 0.0
F 5.68232 -7.12458 -0.21624 0.0 0.0 0.0
C 5.12863 -5.73092 -2.02485 -0.1 0.0 0.1
F 6.30236 -5.96679 -2.58858 0.1 0.0 -0.1
C 4.20771 -4.91041 -2.65298 0.0 0.1 0.0
F 4.49130 -4.36218 -3.83455 0.0 0.0 0.0
Ge 0.97697 -4.70307 0.18017 0.3 -0.7 0.3
S -0.23968 -3.00202 -0.28312 -0.1 0.1 -0.2
C 1.46214 -4.55223 2.11227 -0.1 0.0 -0.3
C 0.44545 -4.65018 3.04811 0.1 0.0 -0.2
F -0.81148 -4.81216 2.62670 0.0 -0.1 0.2
C 0.67604 -4.52937 4.40564 0.1 -0.1 -0.1
F -0.32468 -4.59014 5.28334 -0.1 0.0 0.1
C 1.96569 -4.29103 4.85324 0.0 0.0 -0.1
F 2.19954 -4.14968 6.15210 0.0 0.0 0.1
C 2.99778 -4.13280 3.94280 0.0 0.1 0.0
F 4.22224 -3.83308 4.36988 0.0 0.0 0.0
C 2.72094 -4.23716 2.59123 -0.2 0.0 -0.1
F 3.70841 -3.94683 1.72585 0.1 -0.1 0.1
C -0.09114 -6.34967 -0.14625 0.0 0.3 0.1
C -0.43538 -7.33111 0.76645 0.1 0.1 -0.2
F 0.09920 -7.33067 1.99327 -0.1 0.0 0.1
C -1.30625 -8.35832 0.44294 0.0 0.0 0.1
F -1.63806 -9.27508 1.34824 0.0 0.0 0.0
C -1.83492 -8.42950 -0.83491 0.1 0.1 0.0
F -2.67716 -9.40128 -1.15084 0.0 -0.1 0.0
C -1.47163 -7.49052 -1.78775 0.0 0.0 0.0
F -1.95665 -7.57292 -3.02424 0.0 0.0 0.0
C -0.60855 -6.47534 -1.42579 0.1 0.0 0.2
F -0.24566 -5.57469 -2.35354 -0.1 -0.1 -0.1
C 0.47231 3.94039 -2.91549 -0.2 0.1 0.2
P -0.18194 4.06592 -1.19443 0.4 0.1 0.1
C -1.88625 3.45638 -1.30505 0.2 0.2 0.1
C 0.06709 5.46696 -0.26712 0.0 -0.6 -0.4
C 1.42794 5.32589 0.38220 -0.2 -0.2 0.1
C 1.68075 6.43934 1.35720 0.0 0.0 0.0
C 0.76968 7.39352 1.61654 0.2 -0.2 0.1
C -0.52645 7.43621 0.99210 -0.4 0.0 -0.1
C -0.85022 6.48678 0.07606 0.1 0.2 0.1
H 1.42083 3.40600 -2.94632 0.0 0.0 0.0
H 0.62722 4.94902 -3.29677 0.0 0.0 0.0
H -0.24885 3.43599 -3.55988 0.0 0.0 0.0
H -2.41251 4.01597 -2.07848 0.0 -0.1 0.0
H -2.37067 3.61276 -0.34326 0.0 0.0 0.0
H -1.88273 2.39259 -1.54378 0.0 0.0 0.0
H 2.24656 5.32186 -0.36026 0.1 0.0 0.1
H 2.66077 6.46284 1.82331 0.0 0.1 0.0
H 1.01315 8.17218 2.33062 0.1 0.0 0.0
H -1.21609 8.23043 1.23872 0.0 0.0 0.0
H -1.81526 6.50967 -0.42052 0.0 0.0 0.0

=====

ΔE to the lowest compared entry with this formula, charge and spin: 30.2; 180.3 (kJ/mol)